Entry 1:
Computed, not measured: a cluster of 12 separate species, C56H56Br8N8O16 in total in a non-equilibrium geometry, with wB97M-V/def2-TZVPD.

Structure (XYZ):
```
144
Properties=species:S:1:pos:R:3:lowdin_charge:R:1
H -16.3965 -23.3387 -17.8609 0.0635
H -18.7051 -26.2731 -17.4787 0.1012
C -8.4284 -25.4850 -18.5584 -0.0851
N -20.2613 -20.9525 -17.6960 -0.3565
O -7.7322 -22.3764 -21.1285 0.0802
H -16.1388 -19.3052 -16.4405 0.1079
C -19.8392 -29.0699 -19.2904 -0.1443
H -7.3071 -24.5557 -20.1515 0.1214
Br -8.7981 -31.8900 -15.2306 0.6375
C -10.3057 -24.2780 -17.7028 -0.0799
C -20.3742 -28.1446 -20.1579 0.0000
H -16.1536 -33.7755 -18.0790 0.1088
H -14.3121 -22.0342 -19.6385 0.0969
H -16.4898 -23.9894 -22.7957 0.1171
O -20.8270 -21.8146 -18.3299 0.0833
C -18.4801 -29.0853 -19.0400 -0.0222
H -12.0050 -28.4076 -21.7003 0.0630
C -9.4974 -25.4030 -17.6791 -0.0824
H -16.6050 -28.3050 -19.5820 0.0833
N -17.8264 -21.8112 -23.5868 -0.3520
O -20.8104 -20.0006 -17.1851 0.0885
O -9.6693 -21.5655 -20.6949 0.0845
H -17.4921 -26.7766 -21.3016 0.1112
C -10.5845 -31.2457 -15.4204 -0.8020
C -18.9148 -25.6673 -16.6080 -0.0565
Br -13.9317 -27.3389 -11.0604 0.7102
C -16.4163 -29.7378 -14.4557 -0.1895
C -20.2109 -25.3683 -16.2266 0.0057
H -11.0327 -24.0586 -16.9307 0.0936
C -15.6322 -20.8520 -20.7526 -0.0631
H -11.4667 -26.7249 -11.2731 0.0617
C -18.0887 -20.0132 -16.9968 -0.0039
C -18.8242 -21.0639 -17.5018 -0.1479
O -18.1146 -22.8453 -24.1717 0.0676
H -10.6004 -30.1722 -15.5939 -0.0068
H -14.9345 -24.1669 -20.8370 -0.0230
N -14.8168 -29.9760 -20.2082 -0.3316
O -16.7247 -28.4056 -16.3139 0.0226
Br -14.0033 -25.0391 -18.3573 0.7862
H -19.5538 -23.0331 -13.8681 0.1232
C -16.0762 -32.2235 -13.2684 -0.0586
C -16.2723 -23.1261 -22.1790 -0.0046
H -17.2591 -23.7301 -14.3686 0.1006
C -16.1526 -29.8280 -13.0931 -0.0189
O -16.4721 -27.4610 -14.3805 0.0692
H -18.8020 -23.0879 -18.1452 0.1188
H -14.9899 -25.2818 -13.0578 0.0853
H -12.4337 -26.9660 -16.6626 0.0544
C -8.1357 -24.4922 -19.4629 0.0024
C -14.7331 -21.6863 -11.7935 -0.0613
O -20.1674 -30.7445 -17.7422 0.0746
C -11.9071 -27.8179 -20.7939 -0.6956
H -16.3925 -33.0135 -15.2361 0.1057
C -20.4352 -24.4583 -15.2122 -0.1511
C -8.9524 -23.3643 -19.4640 -0.1523
H -15.7665 -31.0985 -11.4455 0.1115
C -16.7326 -20.1558 -16.7471 -0.0607
H -15.4678 -19.9675 -20.1510 0.1099
C -16.4275 -33.0158 -18.7984 -0.0615
O -21.8552 -30.0920 -18.9077 0.0859
C -19.3788 -23.8145 -14.5950 0.0011
C -14.2787 -23.3516 -13.4085 -0.1531
C -12.0733 -27.5666 -11.5810 -0.6809
N -16.5799 -28.4321 -15.1060 -0.3451
H -21.0410 -25.8011 -16.7697 0.1236
O -13.6862 -24.8997 -14.9978 0.0370
C -15.5346 -23.9564 -11.4414 -0.0642
H -14.9854 -27.3119 -18.2530 0.0351
H -12.2236 -27.0338 -13.6885 0.0416
H -11.0922 -31.6229 -16.3110 0.0552
H -18.2434 -33.9479 -19.4147 0.1135
C -14.9740 -24.2719 -12.6582 -0.0568
H -12.8710 -27.9723 -20.3125 0.0044
H -13.5647 -21.3301 -13.5753 0.1208
C -15.5401 -31.9705 -19.0299 -0.0021
C -17.8554 -25.1083 -15.9099 -0.0911
H -18.0097 -29.6551 -18.2594 0.1025
C -15.0291 -22.0693 -20.4521 -0.0838
C -16.3278 -32.1238 -14.6231 -0.0600
C -19.5558 -27.2718 -20.8776 -0.0479
H -10.6704 -26.2531 -21.4798 0.0584
H -16.8909 -30.8451 -16.2387 0.1065
O -14.8636 -29.3694 -21.2618 0.0841
C -17.7680 -32.2339 -20.6340 -0.0582
Br -10.5059 -28.5695 -19.6473 0.6724
H -15.0344 -21.5179 -16.8895 0.0886
C -14.4305 -26.7486 -17.5087 -0.6433
C -15.3428 -23.2235 -21.1585 -0.1189
C -18.1997 -22.2677 -17.7795 -0.0012
O -18.2559 -20.7192 -23.8856 0.0845
H -14.6860 -31.8912 -18.3686 0.1165
N -13.7801 -23.7085 -14.7409 -0.3209
C -18.0854 -24.2060 -14.8793 -0.0574
H -20.0431 -26.6031 -21.5719 0.1121
C -16.8436 -22.3976 -17.5608 -0.0889
H -12.7216 -27.9195 -18.0958 -0.0293
N -20.6794 -30.0583 -18.6012 -0.3499
C -15.7962 -31.0283 -20.0040 -0.1578
H -16.0425 -28.9168 -12.5229 0.0729
H -15.7820 -22.2677 -10.0759 0.1099
C -16.5815 -20.7823 -21.7508 0.0000
Br -11.6601 -33.5589 -14.1115 0.6039
H -15.0687 -26.5662 -16.6538 0.0160
C -15.3806 -22.6391 -11.0112 -0.0578
C -16.0193 -31.0633 -12.4972 -0.0565
H -17.1209 -19.8764 -21.9932 0.1198
H -16.8442 -25.3011 -16.2442 0.0864
C -16.9059 -21.9331 -22.4582 -0.1478
N -21.8058 -24.1144 -14.8441 -0.3590
H -18.4984 -19.0240 -16.8437 0.1213
H -11.1128 -31.2534 -13.3051 0.0317
C -17.6683 -28.2237 -19.7504 -0.0789
C -16.8578 -31.2358 -20.8921 -0.0067
H -11.7567 -25.7037 -20.1480 -0.0046
N -8.7822 -22.3670 -20.5173 -0.3592
H -11.7169 -28.4761 -11.1017 0.0468
O -13.9900 -29.7543 -19.3404 0.0053
C -13.1908 -27.5309 -17.2008 -0.6077
H -16.0204 -24.6862 -10.8122 0.1046
H -12.4690 -31.2232 -14.4837 0.0053
H -9.7519 -26.1384 -16.9259 0.1021
Br -10.1021 -28.3436 -13.4606 0.6941
H -7.8676 -26.4118 -18.6121 0.1068
H -18.5749 -32.4846 -21.3090 0.1154
C -11.4859 -31.6280 -14.2518 -0.7338
C -16.0928 -21.3523 -17.0413 -0.0684
C -11.9636 -27.8802 -13.0555 -0.6790
C -16.5910 -30.8891 -15.2013 -0.0233
H -21.4326 -28.1263 -20.3846 0.1225
Br -13.6434 -29.2114 -16.2713 0.8152
C -14.1480 -22.0339 -13.0001 0.0039
H -16.9759 -30.6111 -21.7675 0.1268
Br -13.0623 -25.6581 -22.1766 0.6844
H -10.6349 -22.3651 -18.6690 0.1192
H -12.5817 -28.7146 -13.3712 0.0197
C -17.5717 -33.1128 -19.5677 -0.0544
C -18.1873 -27.3071 -20.6613 -0.0478
C -11.6414 -26.3560 -21.0033 -0.6660
C -10.0136 -23.2471 -18.5949 -0.0036
H -15.9396 -33.1895 -12.7998 0.1118
O -22.6686 -24.9339 -15.0429 0.0933
H -14.5959 -20.6933 -11.3883 0.1094
O -13.5241 -22.8101 -15.5165 0.0516
O -21.9867 -23.0094 -14.3686 0.0810
```

## Properties
Gap between HOMO and LUMO (eV): 8.453
SMILES: O=[N+]([O-])c1ccccc1.O=[N+]([O-])c1ccccc1.O=[N+]([O-])c1ccccc1.O=[N+]([O-])c1ccccc1.O=[N+]([O-])c1ccccc1.O=[N+]([O-])c1ccccc1.O=[N+]([O-])c1ccccc1.O=[N+]([O-])c1ccccc1.BrCCBr.BrCCBr.BrCCBr.BrCCBr
Electronic energy (eV): -663980.382
Strongest force on any atom (eV Å⁻¹): 1.699
Relative energy (zero: lowest compared OMol25 entry of this formula, charge and spin) (kcal/mol): 0.00
HOMO energy (Eh): -0.3586

---

Entry 2:
Computed, not measured: a structure of composition C56H61IN6O2SeTa in a non-equilibrium geometry, with wB97M-V/def2-TZVPD.

Structure (XYZ):
```
128
Properties=species:S:1:pos:R:3:lowdin_charge:R:1
C 0.1382 -5.8627 -1.1512 -0.1700
H -4.4090 -1.1462 -7.1447 0.1072
H 0.5671 5.6296 0.3567 0.1093
H -0.2730 -2.5020 5.9291 0.1146
H -0.9312 -4.6416 1.1355 0.1234
H 3.0326 3.2532 -4.2080 0.1096
H 1.7410 5.3918 -4.1755 0.0787
H 4.2844 0.9233 -4.4948 0.0808
C 1.0207 2.8907 -0.6869 0.0858
H 1.4427 -7.3290 -0.2046 0.0788
H -0.8319 3.5144 4.6298 0.1034
H 1.6240 3.0355 5.1319 0.0746
H 2.7855 -5.1244 -3.1379 0.0703
H -3.4707 -3.2855 3.8223 0.0618
H 1.5693 0.0185 -5.6131 0.1117
O -5.1980 -0.7697 3.2981 -0.0335
N 0.5879 0.6169 -1.7147 -0.1070
C 3.6279 0.1925 -4.9730 -0.0663
C 4.1930 -2.3244 1.6403 -0.1828
C -3.4592 3.7232 -0.6284 -0.0047
H 1.0136 4.4810 5.9575 0.0771
Ta -1.0055 -0.2861 -0.8448 1.6948
C -2.7138 -1.8390 -4.2885 -0.1297
C -3.8874 -0.2367 3.5035 -0.2029
C 2.1935 0.7348 -5.0757 -0.1729
H 2.8804 3.8725 -2.5787 0.1129
C -0.1971 -3.3930 -0.4501 -0.1996
H 2.7050 6.6376 1.1779 0.0781
C -0.5112 -3.6610 0.9210 0.0793
H -3.0492 -4.2471 2.4018 0.0733
C 2.3160 3.4441 -3.4083 -0.1816
C 1.0760 1.9216 -1.7099 -0.1634
C 1.6090 0.9994 -3.7231 -0.1196
H -1.3122 -4.0766 4.9317 0.1062
H -1.8209 -2.3396 -3.9501 0.0736
H 1.6158 -1.2194 4.1921 0.0882
H 4.0290 -0.0309 -5.9629 0.0798
H -0.3652 5.0442 3.9202 0.1103
H -5.4631 -0.2713 -3.0805 0.0978
N 0.4627 -1.6182 1.5826 -0.0068
H -2.4502 4.0620 -0.8830 0.0762
H -5.9902 -0.1933 -5.4954 0.1094
H 2.9959 4.9850 0.6092 0.0695
H -5.2945 -1.0191 2.3736 0.0930
C 0.8926 -4.3457 -3.8854 -0.1704
N 0.3349 1.6249 1.2235 0.1334
H 3.6550 -0.7223 -4.3745 0.0619
C -3.5503 0.8320 2.4988 -0.1318
C 0.3032 -2.3392 -2.3447 -0.3957
C -5.0661 -0.6500 -5.1616 -0.0754
H -3.8711 3.2403 -1.5187 0.0880
H -2.8111 -2.4254 5.9143 0.0737
N -0.4041 -0.5754 1.9737 -0.1456
H -2.2763 -1.4276 1.4161 0.0997
H -0.2349 -0.7534 5.9230 0.1144
C 2.9334 -1.9310 1.1972 -0.5862
C -2.1896 -1.5794 6.2216 -0.0659
C -4.3212 1.9923 2.4937 -0.0660
H 2.8869 -3.4708 -3.7419 0.0514
H 0.4787 5.9776 2.0719 0.1093
H 5.4872 -2.6611 3.3174 0.1148
C -3.5914 -1.2778 -3.3689 -0.6028
H -2.3193 -2.2177 -6.3635 0.1049
H 0.1138 -6.4142 -2.0920 0.1091
H 3.7801 -1.7941 4.9317 0.1134
C 2.2806 -1.5625 3.4346 -0.0079
C -2.6065 0.6840 1.4907 -0.1206
C 1.2658 4.4505 -3.8974 -0.0715
C -4.1792 -1.1834 -6.0864 -0.0817
C -4.7750 -0.6928 -3.8034 -0.1343
H 2.3020 -5.9527 -0.9135 0.0687
C -0.3688 0.9684 3.5716 0.1085
H 2.7752 -4.8266 -4.8827 0.0806
C 3.5529 -1.8889 3.8751 -0.0646
H 2.1890 1.6573 -5.6564 0.1140
H -2.0815 -1.6230 7.3084 0.0842
C -3.4368 2.7515 0.5201 -0.2515
C 0.6076 3.9074 1.6143 -0.1097
H 0.7364 4.0632 -4.7713 0.0811
C -0.8112 -2.7806 3.3038 -0.0935
H -0.7466 -6.1613 -0.5840 0.1132
C 0.7213 -1.3180 -3.2074 -0.0271
C 0.3985 -3.7429 -2.6037 -0.1346
H 1.4314 -5.7545 0.6062 0.0694
C 1.4045 -6.2501 -0.3670 -0.0675
H 0.4558 -5.3372 -4.0066 0.1123
H -0.5241 1.3792 4.5661 0.1159
H 1.3451 3.8765 -0.9997 0.1057
C -2.6126 1.6435 0.4843 -0.2814
H 2.0220 4.6405 4.5131 0.0659
O -1.8159 1.3592 -0.5866 -0.2855
H 4.9446 -2.5890 0.9076 0.0783
C 2.4281 -4.4484 -3.9184 -0.0662
N -4.2635 2.9340 1.5532 0.1353
C -1.6885 -0.5218 1.2365 -0.2389
H -0.8834 -4.9135 3.4509 0.1153
H 2.8923 5.3152 2.3379 0.0672
C -0.2938 -2.7861 1.9487 -0.1587
C 0.2105 3.3474 2.7785 -0.1141
N -0.1089 -2.1565 -1.0337 -0.1772
C 0.0447 1.8928 2.5260 -0.1197
C -0.7524 -1.6138 4.0577 -0.1265
Se -3.2549 -1.3037 -1.4691 0.7754
H -5.0483 2.1465 3.2885 0.1291
C -2.9129 -4.1627 3.4827 -0.0613
C -0.0244 4.0231 4.0970 -0.1871
H -2.7204 -0.6609 5.9774 0.0570
C 0.9618 5.3368 1.3315 -0.1783
C 1.2333 4.0460 4.9799 -0.0733
H 0.5494 -3.7434 -4.7314 0.1078
C -0.5145 -0.3893 3.3232 -0.2095
H 1.0424 -1.6470 -4.1885 0.1236
C 2.4803 5.5844 1.3640 -0.0733
H -3.3537 -5.0448 3.9529 0.0838
H 0.5225 4.6568 -3.1230 0.0704
H -3.1425 -1.0296 3.4823 0.0814
C -1.4204 -4.0484 3.8469 -0.1670
C -0.8032 -1.6181 5.5693 -0.1801
C 0.6690 2.7899 0.6472 -0.2135
C 1.8775 -1.6438 2.0844 -0.1602
I 2.9182 -1.5786 -0.8556 1.2618
C 0.0765 -4.3919 -1.4346 -0.1139
C 1.6951 2.1518 -2.9830 -0.1178
C 4.5055 -2.3437 2.9840 -0.0708
C -3.0061 -1.7815 -5.6468 -0.0791
C 0.9339 0.0299 -2.9264 -0.3090
H -3.9050 0.1846 4.5054 0.1155
H -4.0811 4.5760 -0.3676 0.0829
```

## Properties
Gap between HOMO and LUMO (alpha / beta) (eV): 5.240 / 5.232
Net charge: +1
Electronic energy (eV): -147089.510
Strongest force on any atom (eV Å⁻¹): 1.864
Relative energy (zero: lowest compared OMol25 entry of this formula, charge and spin) (kcal/mol): 180.85
HOMO energy (alpha / beta) (Eh): -0.3594 / -0.3593

---

Entry 3:
Computed, not measured: a structure of composition C56H65N3O11Sn in a non-equilibrium geometry, with wB97M-V/def2-TZVPD.

Structure (XYZ):
```
136
Properties=species:S:1:pos:R:3:lowdin_charge:R:1
H 4.0034 -1.8842 1.4318 0.1311
H 5.5586 1.9028 2.7979 0.0789
C -1.0272 6.5517 -0.6119 -0.0397
H 3.7866 0.3866 2.4486 0.1135
H -1.2624 7.6166 -0.6553 0.0875
C 3.7890 3.0978 2.3172 -0.5570
C 2.2333 1.5899 -0.8576 -0.1062
C -0.4573 -2.8049 2.0162 -0.0788
C 2.3236 -2.9507 -6.2897 -0.0561
C -1.5453 6.2976 -3.0569 -0.0361
H 2.4626 4.7539 1.8119 0.0843
C 2.6174 2.5066 0.1157 0.0389
C 0.4855 -1.4066 -5.9078 -0.0517
C 0.1228 2.5645 -1.7409 -0.0830
O 3.1272 -4.5513 -4.8280 0.0591
H -4.7507 -1.2995 4.7207 0.0894
H 1.6082 -0.8076 6.9817 0.0886
C -3.7373 0.7070 1.2736 0.0294
H -4.4543 -1.6924 -1.7982 0.0983
C 2.3856 -2.5100 -7.6028 0.0689
O 0.8308 -0.2182 -9.7889 0.0523
H 3.5491 3.5436 4.4265 0.0855
O 0.6473 -2.6936 -0.0745 -0.0732
H -3.5104 7.1746 -1.4172 0.0865
H 2.0604 3.0054 3.6299 0.0909
H 3.9246 5.2183 2.6831 0.0853
H -6.3869 1.1532 4.3067 0.0845
C -3.3538 6.0971 -1.3600 -0.0657
H 1.0466 -6.9620 -1.3121 0.0779
H 3.7008 -0.1268 -3.0491 0.1091
C 2.4842 0.2378 -0.6546 -0.1938
C -3.6378 -2.4104 -1.6902 -0.0435
C 1.5329 -0.8808 5.8955 -0.0383
C -0.3757 -0.8228 -4.8023 -0.6831
H -4.0099 5.6273 -2.0950 0.0883
C -3.3223 0.9480 -1.1941 -0.0527
H -0.1129 -0.2296 -7.5838 0.1306
H 0.5213 4.6103 -2.0589 0.1197
C 1.9785 -2.0123 3.1581 0.0265
C -0.2393 -2.5955 6.2443 -0.0588
H -3.1549 0.2781 -2.0399 0.1284
C -1.7955 -3.1110 1.3907 -0.0500
H -1.6428 -3.5122 0.3903 0.1057
H -4.2973 1.4223 -1.3085 0.1295
C -2.2505 2.0021 -1.2592 -0.0791
H 0.0399 6.4317 -0.8031 0.0773
H 2.4168 3.5539 -0.0754 0.1112
C 3.0652 -1.6801 0.9153 -0.0562
H 3.0146 -2.2740 0.0046 0.1153
H 2.5139 -0.6530 5.4769 0.0723
C 1.5145 -1.5490 -8.0578 -0.1529
C 3.1403 2.8517 3.6867 -0.0452
H 1.8078 -4.3288 5.6374 0.0929
C -3.7095 1.9331 4.0901 -0.0430
H -0.4812 6.2075 -3.2762 0.0800
H -1.0691 -7.4646 -2.6283 0.1167
H 5.7774 3.0164 1.4439 0.0921
H 0.8294 -0.1228 5.5449 0.0931
H -2.3338 -3.8353 2.0031 0.1310
C -4.3676 0.5969 3.7238 -0.5567
C -2.5862 -1.8128 1.3119 -0.1023
C 1.3847 -2.3930 -5.3499 -0.2865
O 1.3473 -2.6809 -4.1136 -0.1763
H 3.0891 -1.8046 -3.1229 0.0785
H 3.3199 1.8355 4.0407 0.0665
C 0.5509 -0.9896 -7.1956 0.0620
H 1.8272 -6.4389 -2.8096 0.0758
C 1.4997 2.0739 -2.0937 -0.0532
H -1.8215 7.3493 -3.1485 0.0880
N 3.2700 -3.9774 -5.8954 -0.3507
H -3.9802 -3.2539 -1.0851 0.0992
H 1.3541 -8.1324 -2.6036 0.0761
H -0.0730 -2.5017 7.3179 0.0888
C 0.8938 -2.3552 3.9898 -0.1186
H 3.0844 -3.1195 5.4579 0.0813
H 4.2106 -1.3116 -1.8248 0.1011
C 2.1183 -3.3219 5.9225 -0.0355
H 2.2483 -3.2944 7.0059 0.0889
C -0.2346 3.8808 -1.7917 0.0295
C -5.8578 0.8185 3.4116 -0.0449
H -0.2616 -6.9044 -4.0957 0.1229
H 1.3865 1.2444 -2.7931 0.0937
C -0.3000 -6.7938 -3.0118 -0.2047
H 4.0301 4.7922 0.9737 0.0880
O -0.5417 0.3850 -1.1818 -0.0415
H -2.0975 5.7303 -3.8083 0.0955
C -1.8808 5.7917 -1.6429 -0.5577
O 4.1765 -4.2467 -6.6779 0.0443
H 3.1152 -2.9373 -8.2726 0.1275
O 0.1941 0.0821 -4.1147 -0.0641
C -1.5574 4.3128 -1.5526 -0.1208
C 3.2380 2.1101 1.2930 -0.1553
C 2.9851 -0.2032 0.5717 -0.1057
H -3.5779 3.6410 -1.2042 0.1098
C -3.0784 -1.2287 2.4788 0.0298
C 1.0711 -7.1027 -2.3921 -0.0816
C 5.3091 2.8968 2.4228 -0.0443
C 3.3824 -0.9907 -2.4608 -0.0179
H -0.5784 -3.6149 6.0504 0.0888
H -1.2353 6.1932 0.3983 0.0918
H 5.7407 3.6354 3.1022 0.0848
H -4.2187 2.3816 4.9463 0.0859
H -2.9631 -1.7820 3.4014 0.0998
C -3.7043 0.0087 2.4811 -0.1558
O -1.3817 -1.4624 -4.4334 -0.0604
H -2.6600 1.7839 4.3528 0.0879
O 2.4320 -1.6114 -10.1598 0.0571
C -0.8707 1.5725 -1.3782 -0.2599
H -1.1500 -3.0295 3.9964 0.1060
H -6.3124 -0.1129 3.0690 0.0921
C 3.5311 4.5515 1.9144 -0.0674
C -0.3050 -2.7529 3.3807 0.0295
H -4.1336 1.7170 1.2422 0.1219
H -3.7533 2.6411 3.2612 0.0756
C 1.0605 -2.2885 5.4972 -0.5532
H -4.7871 0.1103 5.7806 0.0867
C 3.3677 0.7411 1.5122 0.0214
H -1.0347 -1.8998 5.9669 0.0779
O 2.2304 -0.6639 -1.6730 -0.2513
N 1.5991 -1.0986 -9.4269 -0.3647
C 0.6791 -2.5092 1.1638 -0.2681
C -2.7864 -1.1559 0.1064 -0.2087
Sn -0.0295 -1.7558 -2.3249 1.6610
H 2.0566 2.8767 -2.5768 0.1337
H -3.3150 -2.7523 -2.6691 0.0821
O -2.4967 -1.7924 -1.0826 -0.2469
C 1.9039 -2.0631 1.7954 -0.0853
C -0.6879 -5.4251 -2.7065 -0.1672
C -2.5437 3.3400 -1.3119 0.0371
H -3.6453 5.7687 -0.3602 0.0884
H -5.9942 1.5694 2.6324 0.0783
H 2.9159 -1.7054 3.6083 0.1169
N -0.9848 -4.3486 -2.4434 0.1579
H -3.2357 -0.5164 5.2229 0.0733
C -4.2734 -0.3399 4.9297 -0.0651
C -3.2879 0.1466 0.0906 -0.1162
```

## Properties
Gap between HOMO and LUMO (alpha / beta) (eV): 5.436 / 5.256
Electronic energy (eV): -91946.759
Strongest force on any atom (eV Å⁻¹): 1.242
Relative energy (zero: lowest compared OMol25 entry of this formula, charge and spin) (kcal/mol): 11.82
HOMO energy (alpha / beta) (Eh): -0.2787 / -0.2787